2 unconnected molecules or ions with the total composition C6H8F3N3 at a distorted geometry, computed with wB97M-V/def2-TZVPD.

Energy above the lowest of the compared OMol25 structures with the same formula, charge and spin ... 92.3 kcal/mol
Lowest unoccupied orbital energy ... 0.596 eV
HOMO level ... -7.796 eV

```
! wB97M-V def2-TZVPD RIJCOSX def2/J DEFGRID3
* xyz 0 1
C -1.865 -1.778 0.003
C -0.620 -0.376 1.278
C -1.487 0.393 0.462
C -1.636 1.859 0.128
C 1.606 -0.065 -0.412
C 2.954 0.466 0.166
N -0.981 -1.645 1.043
N -2.082 -0.498 -0.366
N 1.331 -0.528 -1.508
F 3.766 0.967 -0.810
F 2.744 1.437 1.071
F 3.693 -0.452 0.814
H -2.328 -2.692 -0.579
H -2.554 2.400 0.319
H -0.743 2.258 0.602
H -1.442 1.963 -1.006
H 0.777 0.104 0.408
H -2.710 -0.267 -1.087
H -0.547 -2.617 1.587
H 2.124 -0.928 -2.111
*
```